Formula: C20H49Cl2O12P3
Source: the Open Molecules 2025 dataset
Level of theory: the ωB97M-V functional and the def2-TZVPD basis

```
86
Properties=species:S:1:pos:R:3:forces:R:3
Cl -0.4726 -1.9269 -2.4176 0.4 -0.6 0.0
C -0.8479 -0.2117 -2.0913 0.2 -1.1 -0.7
C -2.3139 -0.0313 -2.2497 -1.0 1.0 -0.4
Cl -2.8708 -0.1387 -3.9756 0.4 -0.1 0.3
H -0.3359 0.3053 -2.9028 0.1 0.4 0.6
H -0.4812 -0.0035 -1.0862 0.0 0.3 -0.2
H -2.5164 1.0066 -1.9854 -0.3 -0.1 0.2
H -2.9716 -0.7227 -1.7228 0.4 0.1 0.2
C -2.6264 -4.2437 -0.5060 0.8 0.2 0.3
C -3.7021 -3.8771 0.4791 -0.9 -0.4 -2.1
O -3.0582 -3.4917 1.6354 -0.2 0.7 2.6
P -3.7958 -3.6447 3.0551 0.7 -1.0 1.8
O -5.2285 -3.3141 3.2490 1.3 0.3 -0.7
O -2.7274 -2.8889 4.0623 -1.5 -1.3 -1.5
C -2.4579 -1.4759 3.9384 -0.1 0.4 -0.2
C -3.7268 -0.6238 3.9274 0.2 0.2 0.2
O -3.5475 -5.2384 3.3046 0.5 1.8 -0.3
C -4.0020 -5.9710 4.4537 1.7 -0.3 -0.5
C -5.4560 -6.1602 4.4549 -1.4 0.9 0.4
H -2.9860 -4.2834 -1.5342 0.1 -0.4 0.1
H -1.7889 -3.5477 -0.4590 -0.3 0.5 -0.1
H -2.1445 -5.1441 -0.1249 -0.3 -0.5 -0.5
H -4.3547 -3.0852 0.1116 0.1 0.3 0.0
H -4.3537 -4.7445 0.5843 -0.1 -0.1 0.5
H -1.8213 -1.2503 4.7940 -0.2 0.0 0.0
H -1.8283 -1.3050 3.0652 -0.1 -0.1 -0.2
H -4.3573 -0.9343 4.7606 -0.1 0.1 -0.1
H -3.4847 0.4337 4.0332 0.3 0.0 0.3
H -4.3120 -0.6424 3.0081 0.1 -0.6 -0.1
H -3.4848 -6.9233 4.3370 -0.1 -0.2 -0.1
H -3.5500 -5.5842 5.3671 -0.4 0.5 0.1
H -5.6836 -6.8730 5.2476 -0.4 -0.2 -0.4
H -5.9884 -5.2291 4.6489 0.2 0.1 0.5
H -5.8478 -6.3589 3.4574 0.2 -0.9 0.1
C 3.7878 5.7240 -3.9145 1.3 0.5 -0.4
C 3.1440 4.8541 -2.8646 -0.2 1.2 -0.3
O 3.5135 3.5119 -3.1758 -0.7 -0.6 -0.2
P 2.4017 2.3802 -3.2433 -0.2 -2.1 0.2
O 1.6679 2.1771 -1.9418 0.8 0.4 -2.3
O 1.5313 2.7358 -4.5782 1.7 -0.3 1.2
C 0.6979 1.9533 -5.4489 -1.8 -1.3 0.4
C 0.9972 0.4636 -5.7173 0.4 0.3 0.0
O 3.3014 1.0728 -3.7307 -1.3 2.5 1.1
C 3.9387 0.1915 -2.7945 -0.7 -2.1 -0.8
C 3.6277 -1.1943 -3.3886 0.9 -0.4 0.2
H 4.8723 5.6566 -3.8282 0.2 -0.5 0.0
H 3.5601 5.4214 -4.9366 -0.3 -0.1 0.1
H 3.6826 6.8059 -3.8336 -0.8 0.0 0.3
H 3.4898 5.1272 -1.8676 0.1 -0.3 0.0
H 2.0666 5.0190 -2.8771 -0.2 -0.4 0.0
H -0.2963 1.9400 -5.0024 -0.1 0.3 0.2
H 0.5654 2.4969 -6.3843 0.6 0.1 0.1
H 0.1802 -0.0667 -6.2065 -0.3 0.8 -0.6
H 1.8789 0.3801 -6.3527 0.1 -0.4 0.3
H 1.0259 -0.1633 -4.8260 0.8 0.4 0.3
H 5.0179 0.3424 -2.7703 -0.1 0.4 -0.1
H 3.5648 0.1326 -1.7723 -0.3 1.0 0.0
H 4.1821 -1.9577 -2.8429 0.2 -0.1 0.1
H 2.5934 -1.5331 -3.3289 -0.2 0.6 0.0
H 3.9684 -1.2365 -4.4232 -0.1 0.0 0.0
C 2.2749 -1.8947 0.2000 -2.5 0.7 0.8
C 2.2782 -0.8457 1.3198 2.4 -0.3 -0.6
O 1.2845 0.1789 1.1689 -0.2 0.1 0.7
P 0.9001 1.0384 2.4745 -0.8 1.1 -0.5
O 0.4797 0.2924 3.6785 0.1 0.7 -1.0
O 2.2069 1.9702 2.6992 -0.7 -1.1 -0.3
C 2.2035 2.8877 3.7885 0.5 2.0 -0.1
C 3.3234 3.9596 3.4667 -0.1 -1.0 0.8
O -0.2282 2.0841 1.8736 1.1 -2.4 0.9
C -0.0157 2.7520 0.6203 0.8 1.2 0.8
C -0.3351 4.2139 0.8831 0.2 0.4 -1.5
H 2.1663 -1.4008 -0.7657 0.6 -0.1 -0.1
H 3.0651 -2.6402 0.2887 0.0 0.3 -0.1
H 1.2898 -2.3350 0.3541 0.0 -0.9 -0.4
H 2.2722 -1.3073 2.3072 -0.4 0.0 0.0
H 3.2664 -0.4065 1.1838 0.0 0.7 0.6
H 1.2227 3.3504 3.8982 -0.2 0.3 -0.5
H 2.2868 2.4344 4.7762 0.8 -0.5 -0.2
H 4.2760 3.4576 3.2974 -0.1 -0.3 -0.2
H 3.1576 4.6124 2.6096 -0.5 -0.3 0.0
H 3.5659 4.5926 4.3202 -0.5 0.1 0.2
H 1.0210 2.6659 0.2946 -0.1 -0.2 0.0
H -0.6459 2.3733 -0.1843 -0.1 -0.3 0.3
H -0.0087 4.7322 -0.0185 -0.5 0.1 -0.5
H -1.4104 4.3522 0.9960 0.2 0.2 0.3
H 0.2670 4.7713 1.6006 -0.2 -0.7 0.7
```
Forces are in eV/Å.

Properties
Maximum force, eV/Å: 3.0
Multiplicity: 1
Orbital gap, Eh: 0.3889
SMILES: CCOP(=O)(OCC)OCC.CCOP(=O)(OCC)OCC.CCOP(=O)(OCC)OCC.ClCCCl
LUMO level, eV: 0.5
Energy above the lowest of the compared OMol25 structures with the same formula, charge and spin, eV: 1.550



Formula: C7H12O2
Source: the Open Molecules 2025 dataset
Level of theory: the ωB97M-V functional and the def2-TZVPD basis

```
21
Properties=species:S:1:pos:R:3:forces:R:3
C -0.3682 -1.3911 0.0173 1.1 1.2 -0.4
C 0.1375 -0.9005 -1.3169 0.1 0.1 -0.2
C 0.7664 1.0564 0.3227 -0.4 0.1 -0.4
C 0.5799 -2.0121 1.0161 -0.1 0.1 -0.1
C 1.1271 2.2192 -0.6071 -0.1 -0.2 0.2
C -0.2498 0.1598 -0.3405 0.0 -2.2 1.1
C -2.4154 0.3949 0.4177 0.0 1.8 -0.1
O -1.4900 0.7741 -0.5377 -1.2 -0.4 0.3
O -3.5891 0.4922 0.2285 0.4 -0.4 -0.1
H -1.3276 -1.8916 -0.0357 -0.3 0.5 0.1
H -1.9657 0.2347 1.4212 0.0 -0.5 -0.5
H -0.5088 -1.0396 -2.1718 0.0 0.0 -0.1
H 1.1961 -0.9966 -1.5326 0.0 0.0 0.0
H 0.3384 1.4466 1.2569 0.2 -0.1 -0.1
H 1.6537 0.4769 0.5524 0.1 -0.1 0.2
H 1.6136 -1.7303 0.8297 0.1 0.1 0.0
H 0.3340 -1.7059 2.0339 0.0 -0.1 0.1
H 0.5300 -3.0994 0.9596 0.0 0.0 0.0
H 0.2416 2.8086 -0.8369 0.0 0.0 0.0
H 1.5373 1.8391 -1.5451 0.0 0.1 0.0
H 1.8591 2.8647 -0.1318 0.1 0.1 0.0
```
Forces are in eV/Å.

Properties
Maximum force, eV/Å: 2.5
Multiplicity: 1
Orbital gap, Eh: 0.3921
SMILES: CC[C@@]1(OC=O)C[C@H]1C
LUMO level, eV: 0.8
Energy above the lowest of the compared OMol25 structures with the same formula, charge and spin, eV: 0.894



Formula: C22H29N3O3
Source: the Open Molecules 2025 dataset
Level of theory: the ωB97M-V functional and the def2-TZVPD basis

```
57
Properties=species:S:1:pos:R:3:forces:R:3
C 3.8993 -1.0458 -2.3685 0.3 0.0 0.2
H 3.4064 -2.0119 -2.3026 -0.1 -0.1 0.0
H 3.1412 -0.2699 -2.4211 -0.1 0.1 0.0
H 4.4926 -1.0235 -3.2798 0.0 -0.1 -0.1
C 4.7943 -0.8005 -1.1589 -0.1 0.0 -0.2
N 4.0266 -0.7318 0.0698 0.1 0.0 0.1
C 3.5384 -2.0233 0.5268 -0.4 -0.1 -0.2
H 3.8941 -2.2390 1.5420 0.0 0.0 -0.1
C 2.0056 -2.0705 0.5128 0.3 0.1 0.3
C 1.4094 -1.1173 1.5432 -0.2 -0.2 -0.1
C -0.1159 -1.0422 1.4970 0.3 0.1 -0.2
H -0.4640 -0.4521 2.3489 -0.1 0.0 0.0
H -0.5420 -2.0437 1.5880 -0.1 0.0 0.0
C -0.6437 -0.4027 0.2029 0.1 -0.2 0.1
N -2.0862 -0.2464 0.2860 0.1 0.1 0.3
C -2.9311 -0.8219 -0.5945 -0.1 0.1 0.2
O -2.5694 -1.5365 -1.5074 0.0 -0.1 -0.3
C -4.3814 -0.5160 -0.3625 -0.3 -0.1 -0.1
C -4.9218 -0.3873 0.9151 0.1 0.0 -0.3
C -6.2708 -0.1391 1.0749 -0.4 0.1 0.0
C -7.0777 -0.0159 -0.0499 1.3 -0.3 -0.1
C -6.5560 -0.1577 -1.3305 -0.3 0.1 0.1
C -5.2085 -0.4154 -1.4790 0.2 0.0 0.2
H -4.7730 -0.5478 -2.4573 0.0 0.0 -0.1
H -7.2129 -0.0691 -2.1821 0.0 0.0 0.0
N -8.4852 0.2539 0.1180 -0.5 0.1 0.1
O -8.9047 0.3644 1.2504 -0.1 0.0 0.2
O -9.1616 0.3566 -0.8823 -0.2 0.0 -0.2
H -6.7142 -0.0409 2.0541 0.0 0.0 0.0
H -4.2983 -0.5091 1.7883 0.0 0.0 0.1
H -2.4386 0.4104 0.9639 -0.1 0.0 -0.1
C 0.0136 0.9265 -0.0843 0.0 0.0 -0.2
C 0.7167 1.1154 -1.2660 0.0 0.0 0.1
C 1.3378 2.3228 -1.5319 0.0 0.1 0.0
C 1.2548 3.3613 -0.6205 0.0 0.1 -0.1
C 0.5429 3.1877 0.5543 0.0 0.1 0.1
C -0.0737 1.9782 0.8204 0.0 0.0 0.0
H -0.6174 1.8547 1.7468 -0.1 0.0 0.1
H 0.4715 3.9956 1.2680 0.0 0.1 0.1
H 1.7421 4.3031 -0.8235 0.0 0.1 0.0
H 1.8880 2.4544 -2.4518 0.1 0.0 -0.1
H 0.7740 0.3093 -1.9823 0.0 -0.1 -0.1
H -0.4775 -1.0816 -0.6382 0.0 0.2 0.1
H 1.7103 -1.4417 2.5428 0.1 0.0 0.0
H 1.8215 -0.1228 1.3730 0.1 0.1 0.1
H 1.6672 -1.7911 -0.4830 0.0 -0.1 -0.2
H 1.6751 -3.0915 0.7165 -0.1 -0.1 0.0
H 3.9212 -2.8181 -0.1228 0.1 0.0 0.1
C 4.6487 0.0948 1.0876 0.0 0.3 0.0
C 4.3763 1.5775 0.8425 0.1 -0.3 0.1
H 3.3059 1.7519 0.7699 -0.1 0.0 0.0
H 4.8365 1.9165 -0.0815 0.0 0.1 -0.1
H 4.7771 2.1687 1.6624 0.1 0.1 0.1
H 5.7388 -0.0751 1.1420 -0.1 -0.1 0.1
H 4.2241 -0.1748 2.0567 0.1 0.0 0.0
H 5.5717 -1.5855 -1.1087 0.0 0.1 0.0
H 5.3022 0.1558 -1.2942 0.1 0.0 0.0
```
Forces are in eV/Å.

Properties
Maximum force, eV/Å: 1.4
Multiplicity: 1
Orbital gap, Eh: 0.2789
SMILES: CCN(CC)CCCC[C@@H](NC(=O)c1ccc([N+](=O)[O-])cc1)c1ccccc1
LUMO level, eV: -0.7
Energy above the lowest of the compared OMol25 structures with the same formula, charge and spin, eV: 3.680



Formula: H18O9
Source: the Open Molecules 2025 dataset
Level of theory: the ωB97M-V functional and the def2-TZVPD basis

```
27
Properties=species:S:1:pos:R:3:forces:R:3
H 0.1206 1.2387 0.9824 0.3 0.1 -0.1
H -0.8876 0.3064 0.3309 -0.2 0.1 -0.3
H 0.2811 4.2020 0.8839 0.1 0.0 -0.1
H 0.3917 3.0846 -0.1404 0.1 -0.1 -0.2
H 4.6087 -0.5627 -0.6471 0.1 0.0 -0.1
H 4.2215 -1.9236 -0.0921 -0.2 -0.1 0.0
H 4.0690 0.9684 0.9710 -0.2 0.1 -0.1
H 3.2110 0.4079 -0.1514 -0.5 0.4 0.5
H 1.1026 -1.8264 -1.3785 0.0 0.1 0.0
H 2.0067 -1.1461 -2.3932 -0.1 0.0 0.1
H -1.9068 -0.4398 2.3450 -0.1 0.0 0.1
H -3.2295 0.3049 2.2694 -0.1 -0.1 -0.1
H 0.6400 -1.9951 2.1524 0.1 -0.1 -0.1
H -0.3456 -2.9681 1.5264 0.1 -0.1 0.0
H -4.0698 1.5083 -1.8194 0.1 -0.1 0.1
H -4.0861 2.5490 -0.7118 0.1 -0.1 0.0
H -3.3434 -1.6466 -0.4003 -0.1 0.1 0.0
H -2.4025 -2.3084 -1.3936 -0.1 0.1 -0.1
O -0.1291 0.8659 0.1294 -0.1 0.0 0.4
O 0.9144 3.7590 0.3079 -0.2 0.1 0.2
O 3.8466 -1.0755 -0.3550 0.7 -1.4 -0.4
O 3.4398 1.2333 0.2906 0.1 1.0 0.2
O 1.0800 -1.2470 -2.1484 0.1 -0.2 -0.1
O -2.8418 -0.5693 2.1498 0.2 0.0 -0.1
O 0.5982 -2.7938 1.6145 -0.2 0.1 0.0
O -3.7188 1.6875 -0.9398 -0.2 0.2 0.1
O -3.2371 -1.8293 -1.3406 0.1 -0.1 0.2
```
Forces are in eV/Å.

Properties
Maximum force, eV/Å: 1.6
Multiplicity: 1
Orbital gap, Eh: 0.3925
SMILES: O.O.O.O.O.O.O.O.O
LUMO level, eV: -0.1
Energy above the lowest of the compared OMol25 structures with the same formula, charge and spin, eV: 3.247



Formula: C6H21NO4
Source: the Open Molecules 2025 dataset
Level of theory: the ωB97M-V functional and the def2-TZVPD basis

```
32
Properties=species:S:1:pos:R:3:forces:R:3
C -0.2068 2.7823 1.9720 -0.1 -1.0 0.6
C -0.1585 1.5530 1.0317 0.8 0.2 0.1
C -1.2338 0.4859 1.3487 -0.5 0.4 2.0
O -0.8582 -0.8200 0.9188 -3.8 -0.7 5.9
C -1.5321 -1.9005 1.4757 0.6 -0.6 -0.1
N -0.2009 2.0174 -0.3128 -2.5 1.9 0.1
H 0.5745 3.5194 1.7864 -0.1 -0.2 -0.5
H -0.0432 2.4566 2.9992 -0.1 -0.1 0.2
H -1.1848 3.2629 1.9487 0.0 0.1 -0.2
H 0.8301 1.0939 1.0448 0.1 -0.3 1.0
H -2.2112 0.7274 0.9309 -0.1 0.3 -0.3
H -1.3795 0.3842 2.4241 0.0 0.3 0.3
H -1.3103 -1.9229 2.5427 -0.4 -0.3 0.1
H -1.0235 -2.7153 0.9605 -0.3 -0.6 0.9
H -2.5929 -1.9844 1.2397 -0.2 0.4 0.1
H -1.1553 2.3392 -0.3885 -0.4 0.5 -0.7
H -0.0788 1.2710 -0.9822 -0.3 0.0 0.2
O 0.1701 -0.4135 -0.7877 -0.5 5.5 -3.4
H -0.2816 -0.3335 0.0524 1.6 -0.2 -2.6
H 0.3222 -1.3530 -0.8899 -0.2 1.1 0.1
C 2.0682 1.5532 -1.3675 1.2 0.7 -0.7
O 2.1431 0.1733 -1.5084 4.6 1.1 -1.8
H 1.2096 2.0229 -1.8474 0.4 -0.2 -0.4
H 2.0492 1.9053 -0.3361 0.0 -0.2 0.2
H 2.9358 2.0574 -1.7929 0.4 -0.3 -0.3
H 1.3959 -0.2041 -1.0384 -0.5 0.3 0.4
C 0.4407 -3.0495 -2.2258 0.6 -0.1 -1.2
O 0.2221 -2.4760 -0.9546 0.2 -8.0 -0.3
H 1.4958 -2.9483 -2.4802 0.0 0.0 0.3
H 0.1799 -4.1067 -2.2768 -0.1 0.1 0.1
H -0.0814 -2.4662 -2.9842 -0.3 -0.1 0.0
H -0.5045 -2.9116 -0.5031 0.0 0.0 -0.3
```
Forces are in eV/Å.

Properties
Maximum force, eV/Å: 8.0
Multiplicity: 1
Orbital gap, Eh: 0.2991
LUMO level, eV: 0.3
Energy above the lowest of the compared OMol25 structures with the same formula, charge and spin, eV: 8.078



Formula: C3H5NO2S
Source: the Open Molecules 2025 dataset
Level of theory: the ωB97M-V functional and the def2-TZVPD basis

```
12
Properties=species:S:1:pos:R:3:forces:R:3
C 0.1733 1.2453 0.4217 7.0 -1.9 1.9
C -1.8830 -0.5376 -0.2097 1.0 -1.3 -0.7
C 1.4266 -0.8067 -0.2619 -0.6 -2.2 1.2
H 1.2867 1.4686 -0.2490 -3.1 0.0 2.8
H -0.4875 1.4848 -0.2900 -3.0 1.5 -1.5
H 0.1850 1.5246 1.5334 -0.3 0.5 -2.1
H -2.6685 -1.2651 -0.0241 -0.6 0.3 0.3
H 1.2989 -1.9492 -0.6356 -0.2 2.8 1.0
N 0.2945 -0.2523 0.4454 4.4 1.5 -2.1
O -0.8445 -0.9320 0.7067 -1.9 0.3 -2.0
O -1.8044 0.2207 -1.1337 -0.1 -0.9 1.4
S 3.0228 -0.2011 -0.3031 -2.7 -0.6 -0.2
```
Forces are in eV/Å.

Properties
Maximum force, eV/Å: 7.4
Multiplicity: 1
Orbital gap, Eh: 0.3198
SMILES: CN(C=S)OC=O
LUMO level, eV: 0.0
Energy above the lowest of the compared OMol25 structures with the same formula, charge and spin, eV: 4.524